Entry 1:
{"formula": "C17H13BrClO6", "method": "wB97M-V/def2-TZVPD", "symbols": ["C", "C", "C", "C", "C", "C", "C", "C", "C", "C", "C", "O", "C", "C", "C", "C", "Br", "C", "C", "O", "H", "H", "H", "H", "H", "H", "H", "H", "H", "H", "H", "H", "H", "O", "Cl", "O", "O", "O"], "xyz": [[-5.24871, 1.04775, -2.19240], [-4.14157, 1.10520, -1.66467], [-2.59945, 1.19685, -1.45384], [-1.85307, 0.06631, -1.17818], [-2.45421, -1.38580, -1.00469], [-2.50631, -2.38977, -2.13838], [-3.07103, -3.75164, -1.80604], [-3.55956, -4.09277, -0.41648], [-3.52527, -3.06937, 0.68515], [-2.96583, -1.70413, 0.38870], [-0.27639, 0.18645, -1.01581], [0.41048, -0.82397, -0.91717], [0.41305, 1.62324, -0.99019], [1.97879, 1.59515, -0.67626], [2.09630, 1.38605, 0.91296], [3.30810, 0.44650, 1.35148], [2.53826, -1.23551, 2.14389], [-0.32030, 2.77221, -1.22505], [-1.85089, 2.59526, -1.56538], [-2.50524, 3.55638, -1.97145], [-6.19251, 1.16471, -2.79360], [-2.13852, -2.11992, -3.16810], [-3.12434, -4.55415, -2.60274], [-3.95366, -5.11435, -0.15694], [-3.86297, -3.26611, 1.74272], [-2.91407, -0.90617, 1.19227], [2.50368, 2.52678, -1.04682], [2.37373, 0.70274, -1.26460], [2.06786, 2.37300, 1.48013], [1.14325, 0.83382, 1.21847], [3.89116, 0.92047, 2.20442], [3.95874, 0.14265, 0.48520], [0.16958, 3.79397, -1.17614], [7.65173, 1.12181, 4.31299], [6.36613, 0.89142, 3.69300], [5.53889, 0.09592, 4.57314], [6.55138, 0.18943, 2.43954], [5.71519, 2.16339, 3.43932]], "nbo_charge": [-0.197, -0.040, -0.104, -0.043, -0.045, -0.202, -0.213, -0.225, -0.212, -0.200, 0.510, -0.479, -0.001, -0.445, -0.431, -0.407, -0.064, -0.279, 0.530, -0.514, 0.255, 0.235, 0.221, 0.222, 0.227, 0.233, 0.223, 0.241, 0.226, 0.219, 0.278, 0.226, 0.247, -0.874, 2.535, -0.874, -0.885, -0.893], "e_homo_ha": -0.217, "total_energy_ev": -112678.0204, "homo_lumo_gap_ev": 6.30, "charge": -1}


Entry 2:
{"formula": "C17H13BrIN2O3Pd", "method": "wB97M-V/def2-TZVPD", "symbols": ["Pd", "O", "C", "C", "C", "C", "C", "C", "C", "N", "C", "C", "N", "H", "H", "H", "H", "H", "H", "H", "I", "C", "H", "H", "Br", "C", "C", "C", "C", "C", "C", "C", "O", "O", "H", "H", "H", "H"], "xyz": [[-0.47555, 0.20460, 0.09430], [1.60894, -0.07205, -0.01144], [2.56511, 0.76946, -0.01790], [3.90811, 0.28452, -0.07827], [4.99023, 1.12111, -0.07526], [4.81878, 2.51244, -0.01607], [3.53778, 3.00930, 0.03465], [2.40205, 2.18361, 0.03579], [1.07489, 2.78514, 0.04822], [-0.13205, 2.21736, 0.06388], [-1.06036, 3.23336, -0.01260], [-0.42984, 4.42712, -0.06041], [0.91269, 4.13258, -0.01534], [4.02627, -0.79069, -0.12353], [5.98943, 0.70234, -0.11893], [5.66937, 3.18036, -0.01478], [3.43253, 4.08827, 0.07467], [-2.11420, 3.03307, -0.02894], [-0.80156, 5.43301, -0.12272], [1.66453, 4.79290, -0.04401], [-3.73676, 1.42241, 1.34584], [-2.45766, 0.02271, 0.31138], [-2.92119, -0.21222, -0.64604], [-2.58798, -0.87702, 0.92516], [-3.71344, -4.65907, -1.25979], [-1.95786, -5.04501, -0.64453], [-1.69061, -6.37960, -0.36830], [-0.44853, -6.75118, 0.12015], [0.51638, -5.78184, 0.35066], [0.22898, -4.45260, 0.08817], [-1.00564, -4.05594, -0.42768], [-1.19772, -2.57622, -0.75028], [-1.87868, -2.24614, -1.71039], [-0.54070, -1.82745, 0.05209], [-2.46292, -7.11773, -0.53596], [-0.24327, -7.79441, 0.32617], [1.48805, -6.05778, 0.74019], [0.95547, -3.67372, 0.27645]], "nbo_charge": [0.820, -0.728, 0.428, -0.292, -0.190, -0.332, -0.104, -0.276, 0.403, -0.486, -0.073, -0.114, -0.521, 0.213, 0.198, 0.198, 0.162, 0.235, 0.212, 0.412, -0.056, -0.755, 0.213, 0.196, 0.054, -0.071, -0.256, -0.214, -0.234, -0.181, -0.090, 0.754, -0.669, -0.726, 0.217, 0.203, 0.206, 0.244], "e_homo_ha": -0.170, "total_energy_ev": -108588.7152, "homo_lumo_gap_ev": 7.22, "relative_energy_kj_mol": 0.0, "charge": -1}


Entry 3:
{"formula": "C17H13F5N3O5Pd", "method": "wB97M-V/def2-TZVPD", "symbols": ["Pd", "O", "C", "O", "C", "C", "C", "N", "C", "C", "C", "O", "O", "H", "H", "H", "C", "C", "O", "N", "C", "C", "C", "C", "C", "C", "N", "H", "H", "H", "H", "H", "H", "H", "H", "H", "H", "F", "C", "F", "C", "F", "F", "F"], "xyz": [[0.13454, -0.62635, -0.22809], [7.12312, -2.04650, -0.08274], [6.90447, -0.88669, 0.12456], [7.28865, 0.24234, 0.25896], [5.09473, -0.73391, -0.06551], [4.56574, 0.53582, -0.10823], [3.19133, 0.61759, -0.24270], [2.42197, -0.46893, -0.33629], [2.98235, -1.67687, -0.30483], [4.34678, -1.87637, -0.16356], [2.04572, -2.85460, -0.47360], [2.46718, -3.97900, -0.44824], [0.80477, -2.48897, -0.67491], [5.18662, 1.41507, -0.03528], [2.69751, 1.57751, -0.27787], [4.74906, -2.87867, -0.14473], [0.67580, 3.71894, 1.33401], [0.15667, 2.59656, 0.48315], [0.46996, 1.42524, 0.72527], [-0.67269, 2.92973, -0.52108], [-1.26323, 1.96358, -1.43162], [-2.34779, 1.13888, -0.76423], [-3.69291, 1.55530, -0.86779], [-4.69709, 0.83018, -0.21153], [-4.36897, -0.26617, 0.51030], [-2.95246, -0.72644, 0.62328], [-1.96732, 0.09299, -0.08221], [1.65192, 3.44870, 1.72631], [0.00417, 3.85903, 2.18333], [0.74102, 4.65638, 0.78369], [-0.92564, 3.89738, -0.62554], [-0.49347, 1.30080, -1.81301], [-1.67351, 2.51017, -2.27606], [-3.93825, 2.43810, -1.44337], [-5.72701, 1.15511, -0.27382], [-5.11875, -0.81153, 1.06239], [-2.67526, -0.71579, 1.68446], [-1.61863, -2.64189, 0.88457], [-2.71345, -2.21475, 0.21957], [-2.46395, -2.30477, -1.10119], [-3.84756, -3.21327, 0.52620], [-4.21458, -3.08507, 1.80981], [-3.43348, -4.44611, 0.31714], [-4.89807, -2.96277, -0.25898]], "nbo_charge": [1.203, -0.452, 0.840, -0.480, 0.132, -0.265, 0.061, -0.481, 0.116, -0.236, 0.730, -0.537, -0.665, 0.272, 0.212, 0.297, -0.709, 0.712, -0.689, -0.582, -0.263, 0.259, -0.182, -0.210, -0.088, -0.190, -0.479, 0.257, 0.262, 0.235, 0.421, 0.219, 0.244, 0.232, 0.249, 0.246, 0.266, -0.307, 0.618, -0.304, 0.923, -0.310, -0.276, -0.301], "e_homo_ha": [-0.445, -0.477], "s_squared": 6.05, "spin_multiplicity": 5, "total_energy_ev": -49605.4586, "homo_lumo_gap_ev": [8.88, 7.15], "relative_energy_kj_mol": 0.0, "charge": 1}


Entry 4:
{"formula": "C17H13N4O6", "method": "wB97M-V/def2-TZVPD", "symbols": ["N", "C", "C", "C", "C", "N", "O", "O", "N", "C", "C", "N", "O", "O", "C", "H", "H", "C", "C", "O", "C", "C", "C", "C", "C", "C", "C", "C", "O", "H", "H", "H", "H", "H", "H", "H", "H", "H", "H", "H"], "xyz": [[-3.87677, -1.74084, 2.98225], [-2.82319, -1.23231, 2.93539], [-1.51649, -0.62215, 2.91003], [-0.36642, -1.43548, 2.86533], [0.88626, -0.82301, 2.88371], [2.14956, -1.39133, 2.98844], [2.56148, -2.54037, 2.99135], [3.04034, -0.30434, 3.15538], [2.36395, 0.91236, 3.12029], [1.06082, 0.57196, 2.93356], [-0.12198, 1.41300, 2.93648], [-0.10483, 2.86174, 2.94965], [0.92978, 3.52024, 2.73625], [-1.22397, 3.39687, 3.17200], [-1.37438, 0.78586, 2.98030], [-0.43907, -2.52081, 2.87158], [-2.26019, 1.42054, 3.07252], [3.39935, -4.85702, 0.23605], [1.95580, -5.13784, 0.56472], [1.16265, -4.22166, -0.21313], [-0.17497, -4.45315, -0.05043], [-0.96133, -3.43325, -0.70310], [-2.35740, -3.41992, -0.70455], [-3.09247, -4.53677, -0.17947], [-4.46684, -4.49588, -0.04070], [-5.17958, -3.35332, -0.43168], [-4.50282, -2.26552, -1.01098], [-3.12680, -2.29871, -1.17599], [-0.54862, -5.43580, 0.60614], [4.04525, -5.41412, 0.91393], [3.63805, -5.18052, -0.78026], [3.63914, -3.79531, 0.32754], [1.69331, -6.17580, 0.31174], [1.75427, -4.95908, 1.63258], [-0.39160, -2.66832, -1.21466], [-2.51404, -5.39570, 0.14987], [-4.98002, -5.35818, 0.38936], [-6.25447, -3.31084, -0.28208], [-5.06698, -1.38469, -1.32834], [-2.58848, -1.46469, -1.63869]], "nbo_charge": [-0.268, 0.263, -0.207, -0.083, -0.031, 0.415, -0.356, -0.157, -0.114, 0.177, -0.044, 0.503, -0.355, -0.414, -0.069, 0.272, 0.270, -0.619, -0.070, -0.542, 0.712, -0.500, -0.028, -0.248, -0.211, -0.291, -0.221, -0.251, -0.720, 0.198, 0.198, 0.210, 0.187, 0.178, 0.200, 0.248, 0.194, 0.191, 0.194, 0.191], "e_homo_ha": -0.106, "total_energy_ev": -36078.1724, "homo_lumo_gap_ev": 2.80, "charge": -1}